Formula: C30H100O30
Source: the Open Molecules 2025 dataset
Level of theory: ωB97M-V with the def2-TZVPD basis set

Structure (XYZ):
```
160
Properties=species:S:1:pos:R:3:lowdin_charge:R:1
C 0.58 7.35 0.41 -0.13
O 0.66 6.33 -0.62 -0.11
H 0.29 6.94 1.37 0.05
H 1.47 7.89 0.74 0.08
H -0.13 8.13 0.12 0.09
H 1.58 6.08 -0.69 0.07
C 0.96 2.57 -4.71 -0.17
O 0.39 3.27 -5.79 -0.11
H 1.18 1.52 -4.90 0.06
H 1.86 3.14 -4.47 0.08
H 0.40 2.39 -3.80 0.07
H 1.11 3.44 -6.40 0.08
C 0.72 -4.70 1.01 -0.14
O 1.35 -6.00 1.08 -0.13
H 0.57 -4.34 0.00 0.06
H -0.18 -4.72 1.63 0.07
H 1.42 -3.98 1.44 0.06
H 1.89 -5.93 0.29 0.01
C 1.27 -0.13 5.56 -0.14
O 0.30 -0.20 4.51 -0.12
H 1.51 -1.05 6.09 0.08
H 2.18 0.29 5.13 0.05
H 1.06 0.62 6.33 0.07
H 0.27 -1.13 4.26 0.05
C 3.68 3.61 -1.22 -0.17
O 3.66 3.16 0.11 -0.12
H 3.63 2.81 -1.96 0.06
H 2.81 4.27 -1.20 0.07
H 4.58 4.18 -1.44 0.08
H 4.54 2.82 0.30 0.07
C 4.44 -5.73 0.34 -0.15
O 3.55 -6.15 -0.66 -0.13
H 5.47 -5.65 -0.02 0.08
H 4.25 -4.74 0.75 0.07
H 4.36 -6.52 1.10 0.09
H 3.24 -5.45 -1.24 0.03
C -4.34 0.32 -4.50 -0.19
O -4.57 0.82 -3.25 -0.10
H -4.52 -0.74 -4.69 0.07
H -4.94 0.76 -5.29 0.09
H -3.28 0.47 -4.73 0.08
H -5.51 0.75 -3.08 0.10
C 0.01 0.19 -7.99 -0.12
O 0.27 -0.26 -6.64 -0.15
H 0.44 1.19 -8.10 0.07
H 0.45 -0.50 -8.71 0.07
H -1.06 0.07 -8.14 0.08
H 1.10 -0.74 -6.66 0.07
C -0.36 3.28 2.97 -0.08
O -0.76 4.33 1.98 -0.15
H -0.26 3.78 3.94 0.08
H -1.12 2.51 3.06 0.07
H 0.53 2.82 2.56 0.07
H 0.04 4.82 1.78 0.04
C -2.70 6.57 1.10 -0.16
O -3.89 7.37 1.08 -0.10
H -2.91 5.58 1.52 0.06
H -2.27 6.38 0.11 0.05
H -1.83 6.90 1.65 0.05
H -3.61 8.28 1.21 0.07
C 0.25 -0.22 0.74 -0.19
C -0.02 0.92 -0.24 -0.20
O -1.14 0.79 -1.13 -0.07
O 0.69 -1.43 0.08 -0.10
H -0.65 -0.67 1.17 0.11
H 0.81 -0.07 1.67 0.11
H 0.85 1.18 -0.83 0.12
H -0.28 1.74 0.44 0.10
H -0.92 0.21 -1.87 0.06
H 0.12 -1.62 -0.67 0.03
C -1.22 6.13 -3.61 -0.20
C -2.24 5.33 -2.75 -0.20
O -2.55 4.08 -3.44 -0.07
O -0.84 7.37 -2.91 -0.09
H -1.61 6.62 -4.50 0.11
H -0.42 5.48 -3.97 0.10
H -3.12 5.96 -2.64 0.12
H -1.82 5.22 -1.75 0.09
H -2.02 3.34 -3.14 0.06
H -0.57 7.02 -2.05 0.01
C -4.18 -2.27 0.97 -0.19
C -3.93 -2.10 -0.49 -0.28
O -3.40 -3.12 -1.23 -0.04
O -4.97 -3.47 1.22 -0.08
H -4.83 -1.60 1.54 0.12
H -3.23 -2.40 1.48 0.12
H -3.36 -1.17 -0.59 0.11
H -4.93 -1.95 -0.91 0.13
H -4.03 -3.81 -1.46 0.11
H -4.40 -4.09 1.68 0.07
C -2.83 0.54 7.12 -0.26
C -2.84 1.52 5.95 -0.27
O -2.44 2.76 6.38 -0.04
O -1.59 0.31 7.72 -0.06
H -3.22 -0.41 6.74 0.11
H -3.50 0.91 7.90 0.12
H -3.83 1.53 5.48 0.12
H -2.20 1.17 5.14 0.11
H -1.49 2.73 6.51 0.09
H -1.72 0.10 8.65 0.09
C 4.15 -1.25 2.36 -0.27
C 4.47 -0.10 3.32 -0.17
O 5.62 0.64 2.72 -0.10
O 5.32 -1.91 2.05 -0.05
H 3.69 -0.86 1.45 0.11
H 3.49 -1.95 2.88 0.12
H 4.86 -0.46 4.28 0.11
H 3.63 0.57 3.46 0.10
H 6.27 -0.02 2.49 0.06
H 5.17 -2.26 1.17 0.06
C -1.49 -3.68 -4.49 -0.18
C -0.89 -2.26 -4.03 -0.13
O -0.72 -2.24 -2.53 -0.11
O -0.59 -4.79 -4.21 -0.07
H -1.70 -3.53 -5.55 0.11
H -2.52 -3.81 -4.14 0.10
H -1.55 -1.45 -4.35 0.09
H 0.02 -2.05 -4.58 0.09
H -1.56 -2.58 -2.20 0.04
H -0.55 -4.88 -3.26 0.07
C 5.22 -1.31 -1.39 -0.22
C 3.91 -0.60 -1.60 -0.29
O 3.35 -0.78 -2.82 -0.04
O 4.96 -2.67 -1.14 -0.06
H 5.69 -0.89 -0.50 0.11
H 5.97 -1.10 -2.15 0.13
H 4.08 0.47 -1.52 0.11
H 3.15 -1.01 -0.92 0.12
H 2.47 -1.14 -2.68 0.08
H 4.56 -2.99 -1.96 0.05
C -0.58 -4.13 7.71 -0.20
C -0.80 -2.97 6.74 -0.23
O -0.30 -3.17 5.41 -0.07
O -1.43 -5.23 7.29 -0.09
H -0.61 -3.90 8.77 0.12
H 0.41 -4.54 7.50 0.12
H -0.29 -2.15 7.24 0.10
H -1.85 -2.66 6.69 0.12
H -0.88 -3.72 4.88 0.09
H -0.91 -5.94 6.91 0.08
C 2.77 -5.50 -4.53 -0.20
C 2.48 -4.23 -3.71 -0.23
O 3.29 -4.28 -2.61 -0.09
O 4.10 -5.75 -5.06 -0.06
H 2.00 -5.44 -5.30 0.11
H 2.58 -6.32 -3.84 0.13
H 1.49 -4.21 -3.25 0.11
H 2.55 -3.32 -4.30 0.12
H 4.17 -4.54 -2.88 0.11
H 4.03 -6.69 -5.26 0.08
C -3.86 1.99 0.29 -0.25
C -4.49 2.27 1.63 -0.19
O -4.71 1.01 2.39 -0.10
O -4.65 1.10 -0.48 -0.06
H -2.94 1.54 0.68 0.10
H -3.50 2.89 -0.21 0.13
H -5.53 2.54 1.48 0.11
H -4.04 3.01 2.30 0.12
H -4.97 0.47 1.64 0.03
H -4.26 0.91 -1.34 0.04
```

Results
calculated total energy = -3459.6933 Eh
largest force on an atom = 0.07035 hartree/bohr
LUMO level = 0.11 eV
spin multiplicity = 1
orbital gap = 9.6 eV
total charge = 0



Formula: C19H16F6N3O8P2W
Source: the Open Molecules 2025 dataset
Level of theory: ωB97M-V with the def2-TZVPD basis set

Structure (XYZ):
```
55
Properties=species:S:1:pos:R:3:lowdin_charge:R:1
W 0.00 0.50 -0.67 1.81
C -0.70 4.95 0.32 0.00
C -1.26 4.84 1.56 0.00
C -1.21 3.60 2.23 0.03
C -0.63 2.55 1.58 -0.20
N -0.16 2.64 0.31 0.00
C -0.18 3.81 -0.30 -0.08
C -0.26 1.27 2.22 -0.16
C -0.36 0.97 3.57 0.05
C 0.31 -0.16 4.04 0.02
C 1.12 -0.90 3.19 0.03
C 1.17 -0.56 1.85 -0.17
N 0.41 0.45 1.40 0.01
C 2.08 -1.18 0.85 -0.20
C 3.04 -2.12 1.15 0.02
C 3.89 -2.55 0.14 -0.01
C 3.77 -2.01 -1.13 0.00
C 2.78 -1.07 -1.36 -0.06
N 1.96 -0.68 -0.39 0.00
H -0.69 5.89 -0.21 0.13
H -1.71 5.69 2.05 0.13
H -1.61 3.50 3.23 0.12
H 0.21 3.84 -1.31 0.11
H -0.91 1.61 4.24 0.13
H 0.24 -0.42 5.08 0.13
H 1.70 -1.72 3.57 0.13
H 3.13 -2.51 2.16 0.12
H 4.65 -3.29 0.35 0.13
H 4.43 -2.31 -1.93 0.12
H 2.63 -0.61 -2.33 0.13
O -2.64 2.85 -1.33 -0.10
P -2.02 1.43 -1.65 0.36
O -2.62 0.65 -2.73 -0.24
O -1.94 0.80 -0.20 -0.38
O -0.69 2.49 -2.96 -0.34
P 0.62 1.72 -3.11 0.21
O 0.13 0.13 -2.93 -0.24
O 1.54 1.94 -4.21 -0.21
O 1.27 1.60 -1.63 -0.44
H -2.98 3.25 -2.14 0.11
H -0.63 -0.10 -3.50 0.10
C -0.16 -3.62 -1.27 0.05
C -1.09 -2.55 -0.70 -0.34
O -0.52 -1.29 -0.86 -0.26
C -1.32 -2.80 0.81 -0.54
F -1.81 -1.72 1.43 0.17
F -0.14 -3.07 1.41 0.14
F -2.13 -3.83 1.04 0.20
C -2.43 -2.57 -1.48 -0.58
F -2.97 -3.79 -1.48 0.18
F -3.32 -1.72 -0.96 0.19
F -2.20 -2.22 -2.75 0.17
H 0.79 -3.58 -0.75 0.09
H -0.01 -3.41 -2.33 0.11
H -0.59 -4.61 -1.16 0.11
```

Results
energy relative to the best compared isomer or geometry (same formula, charge and spin) = 80.53 kcal per mole
calculated total energy = -2848.9419 Eh
largest force on an atom = 0.03009 hartree/bohr
LUMO level = -5.21 eV
spin multiplicity = 1
orbital gap = 6.4 eV
total charge = +1



Q: Number 2 is which compound?
A: C19H16F6N3O8P2W